Entry 1:
C4H15N2O | the ωB97M-V functional and the def2-TZVPD basis

Cartesian coordinates (Å):
N -1.505 -0.956 0.276
C -1.059 -0.858 1.708
C 0.480 -0.710 1.699
N 0.890 -0.124 0.436
C 0.545 1.284 0.197
C 1.237 1.817 -1.047
H -2.071 -0.161 -0.003
H -2.031 -1.767 -0.050
H -0.560 -0.962 -0.232
H -1.596 -0.054 2.202
H -1.341 -1.767 2.233
H 0.879 -1.720 1.709
H 0.834 -0.179 2.585
H 1.887 -0.239 0.318
H 0.709 1.884 1.099
H -0.516 1.354 0.031
H 2.308 1.712 -0.876
H 1.063 1.159 -1.890
H 1.012 2.875 -1.114
H -1.124 -0.778 -3.289
H 0.332 -0.869 -3.291
O -0.372 -0.943 -2.700

ΔE to the lowest compared entry with this formula, charge and spin, kJ/mol: 107.5
Lowest unoccupied orbital energy, eV: -3.0880
Frontier orbital gap, eV: 10.54
Total charge: +1



Entry 2:
C4H15N2O | the ωB97M-V functional and the def2-TZVPD basis

Cartesian coordinates (Å):
C 1.614 -0.341 -0.082
N 1.130 -0.833 1.225
C 1.704 -0.136 2.393
C 0.496 0.457 -0.807
N -0.872 0.027 -0.362
C -1.319 -1.196 -1.074
H 1.908 -1.151 -0.727
H 2.507 0.258 0.066
H 1.422 -1.793 1.300
H 2.529 -0.687 2.882
H 0.964 0.021 3.170
H 2.070 0.845 2.151
H 0.549 0.359 -1.890
H 0.615 1.514 -0.618
H -0.639 -0.263 0.602
H -1.470 0.830 -0.566
H -0.532 -1.947 -1.039
H -1.549 -0.966 -2.121
H -2.222 -1.559 -0.600
H -2.534 2.673 -1.733
H -3.582 2.055 -0.840
O -2.788 1.832 -1.332

ΔE to the lowest compared entry with this formula, charge and spin, kJ/mol: 91.5
Lowest unoccupied orbital energy, eV: -2.7329
Frontier orbital gap, eV: 10.83
Total charge: +1



Entry 3:
C4H15N2O | the ωB97M-V functional and the def2-TZVPD basis

Cartesian coordinates (Å):
C -1.905 -0.252 0.429
N -2.210 -1.321 -0.519
C -1.054 0.777 -0.304
N 0.320 0.214 -0.491
C 1.344 0.559 0.532
C 1.585 2.039 0.684
H -2.820 0.242 0.777
H -1.364 -0.632 1.297
H -2.861 -0.975 -1.211
H -2.597 -2.148 -0.081
H -1.464 0.819 -1.313
H -1.049 1.761 0.132
H 0.207 -0.799 -0.633
H 0.679 0.519 -1.397
H 2.260 0.049 0.267
H 1.075 0.060 1.467
H 0.694 2.595 0.959
H 2.341 2.180 1.446
H 1.942 2.516 -0.229
H 2.312 -2.847 -0.973
H 1.014 -3.003 -0.185
O 1.550 -2.353 -0.654

ΔE to the lowest compared entry with this formula, charge and spin, kJ/mol: 57.6
Lowest unoccupied orbital energy, eV: -2.7238
Frontier orbital gap, eV: 10.92
Total charge: +1



Entry 4:
C4H15N2O | the ωB97M-V functional and the def2-TZVPD basis

Cartesian coordinates (Å):
C -1.454 0.822 -1.867
C -0.308 0.424 -0.933
C 0.481 -0.790 -1.409
C 1.932 -0.734 -0.901
N 1.946 -0.325 0.514
N -0.946 0.031 0.422
H -1.915 -0.037 -2.331
H -2.193 1.385 -1.292
H -1.098 1.453 -2.682
H 0.254 1.309 -0.643
H 0.459 -0.770 -2.491
H 0.109 -1.710 -0.959
H 2.404 -1.719 -0.926
H 2.639 -0.158 -1.509
H 2.737 -0.800 0.927
H 2.147 0.662 0.626
H -1.848 0.473 0.591
H -1.027 -0.945 0.559
H -0.291 0.256 1.182
H -0.705 -0.179 3.685
H -1.670 0.954 3.926
O -1.338 0.380 3.223

ΔE to the lowest compared entry with this formula, charge and spin, kJ/mol: 68.1
Lowest unoccupied orbital energy, eV: -2.7929
Frontier orbital gap, eV: 11.01
Total charge: +1